Computed, not measured: a molecular structure, C4H5NO3, with ωB97M-V/def2-TZVPD.

Summary:
* relative energy (zero: lowest compared OMol25 entry of this formula, charge and spin): 5.1586 eV
* HOMO-LUMO gap (alpha / beta): 7.315 / 7.314 eV

Geometry (Å):
N (1.623, 0.150, 0.105)
C (0.484, 0.729, -0.332)
C (-0.732, 0.272, 0.395)
C (-0.430, -1.035, 0.476)
C (0.875, -1.210, -0.208)
O (0.360, 1.571, -1.370)
O (-1.543, 1.055, 1.206)
O (-1.051, -2.052, 1.090)
H (1.222, 1.793, -1.749)
H (-2.187, 1.513, 0.654)
H (-1.863, -1.717, 1.499)
H (2.448, 0.279, -0.479)
H (0.795, -1.349, -1.288)

---

Computed, not measured: 4 unconnected molecules or ions with the total composition C15H16BF24O6P at a distorted geometry, with ωB97M-V/def2-TZVPD.

Summary:
* HOMO-LUMO gap: 9.717 eV
* structure (SMILES): FC(F)C(F)(F)COC(F)(F)C(F)F.FC(F)C(F)(F)COC(F)(F)C(F)F.FC(F)C(F)(F)COC(F)(F)C(F)F.BP(=O)(O)O

Geometry (Å):
F (-1.608, 1.189, 6.076)
C (-2.193, 0.319, 5.229)
F (-2.386, -0.847, 5.887)
C (-1.310, 0.044, 4.008)
F (-0.180, -0.578, 4.396)
F (-2.021, -0.828, 3.245)
C (-0.957, 1.225, 3.084)
O (0.307, 1.846, 3.263)
C (0.512, 2.838, 4.160)
F (-0.626, 3.290, 4.697)
F (1.086, 3.874, 3.492)
C (1.524, 2.419, 5.222)
F (1.109, 1.333, 5.892)
F (1.670, 3.434, 6.106)
H (-3.164, 0.713, 4.916)
H (-0.888, 0.793, 2.091)
H (-1.760, 1.957, 3.040)
H (2.487, 2.205, 4.755)
F (-0.607, 3.288, -1.406)
C (-0.103, 3.480, -2.642)
F (-0.436, 4.729, -3.041)
C (-0.681, 2.481, -3.650)
F (-2.004, 2.695, -3.794)
F (-0.080, 2.788, -4.830)
C (-0.422, 0.979, -3.422)
O (-1.440, 0.212, -2.802)
C (-1.543, 0.139, -1.450)
F (-0.493, 0.695, -0.822)
F (-1.562, -1.163, -1.104)
C (-2.864, 0.734, -0.965)
F (-2.979, 2.016, -1.340)
F (-2.873, 0.683, 0.389)
H (0.987, 3.400, -2.606)
H (-0.356, 0.553, -4.418)
H (0.544, 0.809, -2.952)
H (-3.706, 0.168, -1.364)
F (-1.467, -3.563, -2.876)
C (-0.133, -3.406, -2.912)
F (0.139, -2.177, -3.419)
C (0.527, -4.453, -3.812)
F (0.134, -4.268, -5.087)
F (1.861, -4.187, -3.746)
C (0.371, -5.937, -3.432)
O (-0.636, -6.682, -4.089)
C (-1.923, -6.707, -3.643)
F (-2.054, -6.130, -2.440)
F (-2.281, -7.997, -3.519)
C (-2.868, -6.090, -4.673)
F (-2.517, -4.820, -4.935)
F (-4.118, -6.097, -4.165)
H (0.267, -3.463, -1.895)
H (1.294, -6.406, -3.761)
H (0.321, -6.070, -2.353)
H (-2.843, -6.669, -5.598)
B (4.826, 5.963, 3.596)
P (5.253, 4.293, 2.759)
O (5.468, 4.447, 1.352)
O (6.442, 3.645, 3.549)
O (4.031, 3.302, 3.079)
H (3.810, 6.502, 3.311)
H (5.580, 6.436, 4.375)
H (6.253, 2.753, 3.822)
H (3.276, 3.870, 3.171)

---

Computed, not measured: a single C19H32N6O3 molecule at a distorted geometry, with ωB97M-V/def2-TZVPD.

Summary:
* relative energy (zero: lowest compared OMol25 entry of this formula, charge and spin): 1.8695 eV
* HOMO-LUMO gap: 8.941 eV
* structure (SMILES): CCCCCn1c(CN2CCN(CCO)CC2)nc2c1c(=O)n(C)c(=O)n2C

Geometry (Å):
C (-0.064, -4.828, 1.218)
C (1.443, -4.828, 0.986)
C (1.868, -3.991, -0.220)
C (1.622, -2.498, -0.026)
C (2.139, -1.694, -1.221)
N (1.865, -0.287, -1.064)
C (0.769, 0.431, -1.411)
C (-0.441, -0.139, -2.088)
N (-1.707, 0.166, -1.452)
C (-1.774, -0.270, -0.070)
C (-3.203, -0.102, 0.441)
N (-3.570, 1.295, 0.351)
C (-4.772, 1.660, 1.064)
C (-6.089, 1.018, 0.583)
O (-7.201, 1.527, 1.279)
C (-3.523, 1.721, -1.033)
C (-2.095, 1.564, -1.548)
N (0.875, 1.706, -1.070)
C (2.077, 1.819, -0.470)
C (2.725, 0.596, -0.447)
C (4.036, 0.440, 0.102)
O (4.703, -0.577, 0.157)
N (4.522, 1.651, 0.605)
C (5.855, 1.588, 1.183)
C (3.893, 2.889, 0.608)
O (4.422, 3.875, 1.076)
N (2.634, 2.945, 0.050)
C (1.908, 4.196, 0.009)
H (-0.588, -5.145, 0.318)
H (-0.320, -5.515, 2.021)
H (-0.420, -3.839, 1.496)
H (1.948, -4.454, 1.879)
H (1.774, -5.856, 0.826)
H (1.329, -4.336, -1.106)
H (2.935, -4.146, -0.398)
H (2.139, -2.158, 0.873)
H (0.555, -2.305, 0.101)
H (1.685, -2.049, -2.150)
H (3.223, -1.808, -1.288)
H (-0.489, 0.251, -3.110)
H (-0.352, -1.227, -2.138)
H (-1.498, -1.327, -0.023)
H (-1.094, 0.309, 0.576)
H (-3.257, -0.419, 1.485)
H (-3.865, -0.746, -0.162)
H (-4.881, 2.747, 0.998)
H (-4.620, 1.401, 2.118)
H (-6.037, -0.076, 0.690)
H (-6.268, 1.259, -0.466)
H (-7.068, 1.388, 2.223)
H (-3.819, 2.770, -1.090)
H (-4.196, 1.125, -1.672)
H (-2.048, 1.862, -2.597)
H (-1.421, 2.207, -0.967)
H (5.877, 0.818, 1.954)
H (6.578, 1.326, 0.410)
H (6.090, 2.561, 1.606)
H (2.574, 4.980, 0.364)
H (1.027, 4.135, 0.648)
H (1.590, 4.395, -1.013)

---

Computed, not measured: a single C6H12N2O molecule at a distorted geometry, with ωB97M-V/def2-TZVPD.

Summary:
* relative energy (zero: lowest compared OMol25 entry of this formula, charge and spin): 0.0000 eV
* HOMO-LUMO gap: 10.137 eV
* structure (SMILES): [H]/N=C(/C)C(C)(C)C(N)=O

Geometry (Å):
H (-1.727, 1.195, 1.295)
N (-1.543, 0.223, 1.543)
C (-0.523, -0.298, 0.997)
C (-0.179, -1.699, 1.396)
C (0.310, 0.364, -0.086)
C (1.015, 1.589, 0.495)
C (1.313, -0.539, -0.801)
C (-0.868, 0.848, -1.033)
N (-1.412, -0.101, -1.832)
O (-1.228, 2.000, -1.067)
H (0.873, -1.742, 1.709)
H (-0.821, -2.000, 2.231)
H (-0.314, -2.403, 0.570)
H (1.570, 2.094, -0.298)
H (0.296, 2.304, 0.893)
H (1.697, 1.294, 1.290)
H (0.878, -1.468, -1.154)
H (2.142, -0.788, -0.130)
H (1.719, -0.009, -1.672)
H (-2.128, 0.185, -2.483)
H (-1.070, -1.047, -1.863)